(1)
Below is a structure of composition C4H11N5, with properties calculated with wB97M-V/def2-TZVPD.

Energy above the lowest of the compared OMol25 structures with the same formula, charge and spin in eV: 4.791
E in eV: -11754.6245
Frontier orbital gap in Ha: 0.3489
Total charge: +2
Maximum force in eV Å⁻¹: 5.07

Element x y z (Å)
N: -1.10560 -0.85023 3.02259
N: -0.60007 0.01844 -1.23700
N: 0.46121 -0.68205 -1.34632
N: 0.60914 -1.16729 -2.66765
N: -0.99949 2.28282 1.56964
C: -0.63492 -0.22080 2.18050
C: -1.06749 0.76866 -0.35247
C: -0.43794 1.29975 0.83297
C: 1.69463 -0.85238 -0.36066
H: -1.98630 2.49766 1.50138
H: -0.62069 2.77866 2.40986
H: 1.96493 -1.93339 -0.24595
H: -2.13064 0.93164 -0.52172
H: 0.77809 -2.16830 -2.83652
H: -1.59508 -1.34656 3.67481
H: 1.33899 -0.50095 -3.16121
H: 2.57359 -0.31041 -0.89483
H: 1.46388 -0.73042 0.63597
H: -0.34862 -1.08824 -3.00211
H: 0.64236 1.27339 0.79871

***

(2)
Below is the ion C4H11N5O3P with charge +1, with properties calculated with wB97M-V/def2-TZVPD.

E in eV: -27203.7400
Frontier orbital gap in Ha: 0.3580
Total charge: +1
Maximum force in eV Å⁻¹: 0.80

Element x y z (Å)
P: 2.25605 0.50954 -2.34481
O: 1.25150 1.55761 -2.97280
O: 2.14348 -0.75165 -3.27731
O: 3.59515 0.97474 -2.04184
N: 1.01007 -1.19124 2.35740
N: -2.57441 1.48619 0.70670
N: 1.90848 -0.42931 0.29308
N: -0.28425 -0.60721 0.45166
N: 0.02461 -0.13563 -0.77697
C: -2.23862 0.39090 1.61206
C: 1.36433 -0.06237 -0.85009
C: -1.63669 -0.84393 0.95419
C: 0.88267 -0.75682 1.09123
H: -1.48721 0.76933 2.30521
H: -3.11319 0.09452 2.18476
H: -2.77197 1.16840 -0.23445
H: -1.80827 2.14201 0.63384
H: -2.24195 -1.18910 0.11835
H: 0.75574 2.08476 -2.33608
H: 1.69038 -1.90664 2.54585
H: -1.54726 -1.66445 1.66194
H: 0.46659 -0.84148 3.12400
H: -0.65156 0.07322 -1.49529
H: 3.00629 -0.87141 -3.71066

***

(3)
Below is a cluster of 2 separate species, C4H11NO in total, with properties calculated with wB97M-V/def2-TZVPD.

Energy above the lowest of the compared OMol25 structures with the same formula, charge and spin in eV: 1.469
E in eV: -7863.0843
Frontier orbital gap in Ha: 0.3757
Maximum force in eV Å⁻¹: 0.82

Element x y z (Å)
O: 0.57024 2.91816 0.16082
N: 1.62174 -0.83377 1.32566
C: 1.55236 -0.36904 -0.07074
C: -0.92809 -0.74378 -0.08598
C: -2.26078 -0.79584 -0.78048
C: 0.15175 -0.16853 -0.58366
H: -2.23426 -1.61302 -1.49458
H: -0.81656 -1.27192 0.85744
H: 2.17136 0.51320 -0.21816
H: 2.45152 -0.45465 1.77187
H: -0.35263 3.05839 0.42369
H: 0.82369 -0.52559 1.87835
H: -2.55724 0.13315 -1.27917
H: 0.78413 2.00396 0.36744
H: 1.95872 -1.17834 -0.68942
H: -3.03533 -1.08501 -0.08038
H: 0.09938 0.41263 -1.50267

***

(4)
Below is a cluster of 2 separate species, C4H11NO in total, with properties calculated with wB97M-V/def2-TZVPD.

Energy above the lowest of the compared OMol25 structures with the same formula, charge and spin in eV: 1.727
E in eV: -7862.8263
Frontier orbital gap in Ha: 0.3249
Maximum force in eV Å⁻¹: 2.18

Element x y z (Å)
O: -0.43328 -2.28775 5.79427
N: 1.05033 -0.48155 1.15641
C: 0.21052 1.25645 -2.12837
C: 0.95234 -0.20498 -0.24462
C: 0.22733 0.79737 -0.72715
C: -1.01112 0.82941 -2.97026
H: 1.11373 0.93289 -2.65398
H: -1.24484 1.48589 -3.79936
H: 1.69100 -0.82070 -0.74818
H: -1.93271 0.70953 -2.37796
H: -1.35078 -2.13017 5.96096
H: 1.57022 -1.33915 1.24049
H: 0.22543 -0.57234 1.73332
H: -0.86326 -0.22747 -3.25854
H: -0.16929 -1.70645 5.08433
H: -0.11594 1.40731 0.11513
H: 0.08033 2.35171 -2.17649

***

(5)
Below is a cluster of 2 separate species, C4H11NO in total, with properties calculated with wB97M-V/def2-TZVPD.

Energy above the lowest of the compared OMol25 structures with the same formula, charge and spin in eV: 1.211
E in eV: -7863.3429
Frontier orbital gap in Ha: 0.3441
Maximum force in eV Å⁻¹: 2.46

Element x y z (Å)
O: 3.94881 0.18966 -0.43363
N: -0.97741 -0.20426 -1.15340
C: -0.16875 0.63474 0.85205
C: -1.01441 -0.53216 1.25572
C: -1.13631 -1.25503 -0.13446
C: -0.80023 1.09863 -0.43039
H: 3.30448 0.53305 -1.06697
H: -0.46406 -1.16292 2.01439
H: -1.76347 1.59511 -0.33146
H: -1.99187 -1.93861 -0.19176
H: -2.00301 -0.28478 1.62722
H: -0.26861 1.45729 1.57695
H: 4.57426 -0.16106 -1.07930
H: -0.29693 -1.95290 -0.28418
H: -1.69403 -0.11866 -1.86178
H: 0.88703 0.38948 0.66856
H: -0.13549 1.71243 -1.02758

***

(6)
Below is an isolated molecule of C4H11NO, with properties calculated with wB97M-V/def2-TZVPD.

Energy above the lowest of the compared OMol25 structures with the same formula, charge and spin in eV: 1.091
E in eV: -7863.4628
Frontier orbital gap in Ha: 0.3831
Maximum force in eV Å⁻¹: 1.05

Element x y z (Å)
O: -2.31927 1.58436 0.84593
N: 2.01535 -0.89917 0.22410
C: 0.00887 -0.22297 -1.07854
C: 0.71481 -1.32174 -0.28202
C: -0.99868 1.01436 0.95083
C: -0.20012 1.10331 -0.35669
H: -0.96430 -0.62979 -1.38756
H: -0.68883 1.78158 -1.05334
H: 2.07776 -0.97979 1.22906
H: 2.74138 -1.51833 -0.11881
H: -2.94188 0.91042 0.54495
H: 0.81350 -2.21016 -0.90847
H: -0.52364 1.59569 1.72523
H: 0.77651 1.51309 -0.10795
H: -1.07826 -0.01340 1.28746
H: 0.54345 -0.04096 -2.00547
H: 0.02333 -1.66650 0.49131

***

(7)
Below is an isolated molecule of C4H11NO, with properties calculated with wB97M-V/def2-TZVPD.

Energy above the lowest of the compared OMol25 structures with the same formula, charge and spin in eV: 2.271
E in eV: -7862.2828
Frontier orbital gap in Ha: 0.3796
Maximum force in eV Å⁻¹: 5.05

Element x y z (Å)
O: 1.22045 -1.90741 0.81406
N: -0.74670 1.59195 -0.71699
C: 0.54199 -0.27106 -0.77242
C: 0.06145 0.13043 1.66414
C: 0.28313 -0.93555 0.48059
C: -0.60791 0.30739 -1.48897
H: 0.14300 2.19378 -0.76250
H: 0.82211 -2.71784 1.02641
H: -1.58493 -0.23854 -1.22750
H: -0.91979 0.58484 1.76436
H: 1.15453 -0.88057 -1.45661
H: -1.48484 2.23239 -1.09130
H: 0.78747 1.02745 1.73612
H: -0.61728 -1.53175 0.59098
H: 0.21261 -0.50073 2.46273
H: 1.25867 0.55069 -0.51222
H: -0.52396 0.36453 -2.51087

***

(8)
Below is an isolated molecule of C4H11NO, with properties calculated with wB97M-V/def2-TZVPD.

Energy above the lowest of the compared OMol25 structures with the same formula, charge and spin in eV: 0.999
E in eV: -7863.5546
Frontier orbital gap in Ha: 0.3643
Maximum force in eV Å⁻¹: 1.69

Element x y z (Å)
O: -2.20489 0.51261 -0.15862
N: 0.91057 -1.62937 0.23513
C: 1.86671 0.27842 -1.14265
C: -1.32786 0.50076 0.96853
C: 0.11317 0.70374 0.58857
C: 0.68594 -0.32364 -0.41022
H: -0.10990 -0.55643 -1.12652
H: 2.48458 -0.46799 -1.64217
H: 1.83795 -2.00629 0.12312
H: 2.52216 0.86454 -0.49098
H: 0.25058 -2.32642 -0.05513
H: -1.40142 -0.48530 1.44432
H: 0.19455 1.67583 0.07734
H: -2.88025 1.14357 0.05282
H: 1.49279 1.00363 -1.86519
H: -1.63502 1.24586 1.70307
H: 0.82295 0.75955 1.41550

***

(9)
Below is a cluster of 2 separate species, C4H11NO in total, with properties calculated with wB97M-V/def2-TZVPD.

Energy above the lowest of the compared OMol25 structures with the same formula, charge and spin in eV: 1.854
E in eV: -7862.6998
Frontier orbital gap in Ha: 0.3599
Maximum force in eV Å⁻¹: 1.71

Element x y z (Å)
O: 4.06148 -1.45868 -2.47695
N: -1.53414 -0.51791 2.51219
C: -0.40920 0.37331 2.04748
C: -1.10415 0.29252 -0.31502
C: -1.34004 0.74867 -1.71852
C: -0.70968 1.04318 0.71295
H: -0.50026 1.09299 2.86593
H: -2.38965 0.63643 -2.02042
H: 4.67265 -0.74290 -2.28452
H: -2.14947 -0.76562 1.73856
H: -1.15757 -1.43955 2.73128
H: 0.60159 -0.08594 2.03990
H: -1.04620 1.79437 -1.87422
H: 4.23893 -1.78297 -3.35953
H: -0.83857 0.02451 -2.39836
H: -0.61593 2.10333 0.53077
H: -1.19453 -0.80181 -0.27787

***

(10)
Below is a cluster of 2 separate species, C4H11NO in total, with properties calculated with wB97M-V/def2-TZVPD.

Energy above the lowest of the compared OMol25 structures with the same formula, charge and spin in eV: 1.669
E in eV: -7862.8848
Frontier orbital gap in Ha: 0.3480
Maximum force in eV Å⁻¹: 1.42

Element x y z (Å)
O: 0.30729 -2.79539 -0.09151
N: -0.91439 1.03728 -2.04656
C: -1.22663 0.20681 -0.89109
C: 1.61007 0.82275 1.69081
C: -0.45048 0.64417 0.33809
C: 0.81630 0.30407 0.51366
H: -0.51119 -3.16089 -0.44178
H: 2.67646 0.58121 1.64601
H: 0.14232 -2.66853 0.84634
H: -1.47214 1.86493 -2.14517
H: -2.29987 0.25232 -0.66241
H: 1.25980 0.37896 2.63278
H: -1.07960 -0.84110 -1.15020
H: -0.99519 1.35064 0.95097
H: 1.33484 -0.37927 -0.14660
H: -0.71389 0.49754 -2.86955
H: 1.51630 1.90451 1.82620

***

Number 1: LUMO energy -7.945 eV. Number 2: LUMO energy -3.869 eV. Number 3: LUMO energy 0.913 eV. Number 4: LUMO energy 0.627 eV. Number 5: LUMO energy 0.906 eV. Number 6: LUMO energy 0.936 eV. Number 7: LUMO energy 1.024 eV. Number 8: LUMO energy 1.001 eV. Number 9: LUMO energy 0.930 eV. Number 10: LUMO energy 0.868 eV.